(1)
This record from the Open Molecules 2025 dataset describes a cluster of 2 separate species, C10H16O in total at a distorted geometry. The level of theory is wB97M-V/def2-TZVPD.

Properties
Strongest force on any atom ... 1.507 eV Å⁻¹
ΔE to the lowest compared entry with this formula, charge and spin ... 97.0 kJ/mol
Multiplicity ... 1
Kohn-Sham gap ... 0.3412 hartree
M ... 152.237 g mol⁻¹
Structure (SMILES) ... Cc1ccc(O)cc1.CCC

Positions of all 27 atoms, in Å:
1 C 0.8797 -3.6173 0.1501
2 C 1.1570 -2.1384 0.2834
3 C 0.8977 -1.2943 -0.8160
4 C 1.1325 0.0644 -0.7549
5 C 1.7193 0.5910 0.4115
6 O 1.9142 1.9387 0.4304
7 C 1.9474 -0.2231 1.4950
8 C 1.5921 -1.5818 1.4619
9 H 1.6308 -4.2262 0.6548
10 H 1.0248 -3.8966 -0.8997
11 H -0.1130 -3.9422 0.4510
12 H 0.4555 -1.7656 -1.6839
13 H 1.0979 0.6868 -1.6376
14 H 2.3948 2.1956 1.1963
15 H 2.3505 0.1486 2.4308
16 H 1.6464 -2.1394 2.3875
17 C -2.4277 0.7985 -1.3115
18 C -2.1022 1.5207 -0.0255
19 C -1.3654 2.8542 -0.1056
20 H -1.5170 0.5156 -1.8501
21 H -3.0366 1.2812 -2.0723
22 H -2.9433 -0.1250 -1.0361
23 H -3.0189 1.7320 0.5380
24 H -1.5641 0.8279 0.6305
25 H -1.2612 3.3267 0.8720
26 H -0.4018 2.9457 -0.6014
27 H -2.0896 3.5225 -0.5985

(2)
This record from the Open Molecules 2025 dataset describes a cluster of 2 separate species, C10H16O in total at a distorted geometry. The level of theory is wB97M-V/def2-TZVPD.

Properties
Strongest force on any atom ... 2.386 eV Å⁻¹
ΔE to the lowest compared entry with this formula, charge and spin ... 127.6 kJ/mol
Multiplicity ... 1
Kohn-Sham gap ... 0.3392 hartree
M ... 152.237 g mol⁻¹
Structure (SMILES) ... Cc1ccc(O)cc1.CCC

Positions of all 27 atoms, in Å:
1 C 1.6750 -2.2933 -0.3355
2 C 0.9578 -1.3250 0.5508
3 C -0.3028 -1.5700 1.0617
4 C -0.9564 -0.8290 2.0346
5 C -0.2377 0.3055 2.4270
6 O -0.9541 1.0906 3.3093
7 C 1.0400 0.6198 2.0338
8 C 1.6505 -0.2352 1.1184
9 H 1.0379 -2.5411 -1.1902
10 H 1.8934 -3.2301 0.1819
11 H 2.5596 -1.8124 -0.7445
12 H -0.7884 -2.4343 0.5933
13 H -1.8115 -1.0468 2.6547
14 H -0.4914 1.8277 3.6731
15 H 1.7389 1.3227 2.4734
16 H 2.7240 -0.2086 0.9686
17 C -1.8838 1.5136 -1.2202
18 C -0.6331 0.6984 -1.4515
19 C -0.0472 1.0358 -2.8358
20 H -2.7111 1.2193 -1.8659
21 H -1.7039 2.5679 -1.4816
22 H -2.1762 1.4815 -0.1642
23 H 0.0774 0.8464 -0.6454
24 H -0.9028 -0.3640 -1.5283
25 H 0.5605 1.9358 -2.9197
26 H 0.5813 0.2254 -3.1921
27 H -0.8958 1.1995 -3.5058

(3)
This record from the Open Molecules 2025 dataset describes a cluster of 2 separate species, C10H16O in total at a distorted geometry. The level of theory is wB97M-V/def2-TZVPD.

Properties
Strongest force on any atom ... 7.628 eV Å⁻¹
ΔE to the lowest compared entry with this formula, charge and spin ... 264.8 kJ/mol
Multiplicity ... 1
Kohn-Sham gap ... 0.3327 hartree
M ... 152.237 g mol⁻¹
Structure (SMILES) ... Cc1ccc(O)cc1.CCC

Positions of all 27 atoms, in Å:
1 C 0.4824 -1.6678 -3.6018
2 C 0.3981 -0.8281 -2.2296
3 C 0.7287 -1.2070 -0.9545
4 C 0.9704 -0.2832 0.0711
5 C 1.0503 1.0407 -0.2882
6 O 1.3945 2.0672 0.5353
7 C 0.6065 1.4854 -1.5712
8 C 0.3583 0.6021 -2.5269
9 H 0.6726 -2.6051 -3.5030
10 H 1.3080 -1.0770 -4.1467
11 H -0.4666 -1.6275 -4.2041
12 H 0.6977 -2.3027 -0.7811
13 H 1.3207 -0.6226 1.0514
14 H 1.6310 1.6798 1.3931
15 H 0.3806 2.5222 -1.7807
16 H 0.1354 0.8051 -3.4978
17 C -1.1150 0.0870 4.1428
18 C -1.3076 -0.1730 2.5897
19 C -2.6587 -0.8071 2.2093
20 H -0.9470 -0.8198 4.7571
21 H -2.0600 0.6768 4.5094
22 H -0.3251 0.6837 4.2693
23 H -1.1936 0.7049 1.9702
24 H -0.5618 -0.8709 2.3607
25 H -3.3344 -0.7393 3.0134
26 H -2.9718 -0.5130 1.2505
27 H -2.5233 -1.9269 2.0120

(4)
This record from the Open Molecules 2025 dataset describes a cluster of 2 separate species, C10H16O in total at a distorted geometry. The level of theory is wB97M-V/def2-TZVPD.

Properties
Strongest force on any atom ... 9.067 eV Å⁻¹
ΔE to the lowest compared entry with this formula, charge and spin ... 391.2 kJ/mol
Multiplicity ... 1
Kohn-Sham gap ... 0.3427 hartree
M ... 152.237 g mol⁻¹
Structure (SMILES) ... CCc1ccc(O)cc1.CC

Positions of all 27 atoms, in Å:
1 C 0.2118 -2.8100 -1.8128
2 C 0.2366 -2.8381 -0.3498
3 C -0.2847 -1.5252 0.4931
4 C -0.8815 -0.4585 -0.2614
5 C -1.2563 0.6894 0.4596
6 C -0.9684 0.7172 1.8183
7 O -1.4061 1.8467 2.5593
8 C -0.5535 -0.3115 2.6037
9 C -0.2533 -1.4772 1.8566
10 H -0.7304 -2.8624 -2.0979
11 H 0.7274 -3.7511 -2.1210
12 H 0.8700 -2.0935 -2.4314
13 H 0.1136 -3.6913 0.1230
14 H 1.3140 -2.6716 0.0919
15 H -0.9705 -0.6978 -1.4006
16 H -1.7032 1.4640 -0.0319
17 H -2.2482 2.2383 2.1820
18 H -0.0960 -0.2122 3.6039
19 H 0.4343 -2.2134 2.5204
20 C 1.7348 3.3539 -2.5888
21 C 2.2859 1.9857 -2.9400
22 H 2.4559 3.8469 -1.8027
23 H 0.7632 3.0765 -2.1276
24 H 1.5134 3.9381 -3.3971
25 H 2.2019 1.2690 -2.0379
26 H 3.2356 2.0302 -3.3487
27 H 1.7391 1.6034 -3.8702

(5)
This record from the Open Molecules 2025 dataset describes a cluster of 2 separate species, C10H16O in total at a distorted geometry. The level of theory is wB97M-V/def2-TZVPD.

Properties
Strongest force on any atom ... 2.472 eV Å⁻¹
ΔE to the lowest compared entry with this formula, charge and spin ... 118.8 kJ/mol
Multiplicity ... 1
Kohn-Sham gap ... 0.3364 hartree
M ... 152.237 g mol⁻¹
Structure (SMILES) ... CCc1ccc(O)cc1.CC

Positions of all 27 atoms, in Å:
1 C -0.2590 3.1816 1.1949
2 C -0.7323 1.8018 0.7442
3 C 0.3822 0.7579 0.7494
4 C 1.5137 0.9501 -0.0014
5 C 2.4070 -0.1206 -0.0971
6 C 2.2260 -1.2558 0.6807
7 O 3.1460 -2.2520 0.8312
8 C 1.0690 -1.4046 1.4545
9 C 0.1360 -0.4037 1.5065
10 H 0.4700 3.6506 0.5223
11 H 0.2292 3.2131 2.1693
12 H -1.0717 3.9129 1.1306
13 H -1.6169 1.5084 1.3040
14 H -1.0591 1.9697 -0.2902
15 H 1.6765 1.8925 -0.4972
16 H 3.3346 -0.1113 -0.6639
17 H 3.8811 -2.1532 0.2331
18 H 0.9311 -2.3143 2.0287
19 H -0.7005 -0.4146 2.1882
20 C -1.7296 -0.9426 -1.5695
21 C -2.2884 -2.2042 -2.2017
22 H -2.2997 -0.4365 -0.7746
23 H -0.8212 -1.0663 -0.9767
24 H -1.6376 -0.1842 -2.3481
25 H -1.9344 -3.1269 -1.7435
26 H -3.3605 -2.1383 -2.3528
27 H -1.8914 -2.3096 -3.2211

(6)
This record from the Open Molecules 2025 dataset describes a cluster of 2 separate species, C10H16O in total at a distorted geometry. The level of theory is wB97M-V/def2-TZVPD.

Properties
Strongest force on any atom ... 2.843 eV Å⁻¹
ΔE to the lowest compared entry with this formula, charge and spin ... 135.0 kJ/mol
Multiplicity ... 1
Kohn-Sham gap ... 0.3416 hartree
M ... 152.237 g mol⁻¹
Structure (SMILES) ... CCc1ccc(O)cc1.CC

Positions of all 27 atoms, in Å:
1 C 0.8179 -1.6884 1.1431
2 C 0.7073 -0.1072 1.3509
3 C -0.6705 0.3978 1.3007
4 C -1.0794 1.1437 0.1956
5 C -2.3684 1.7183 0.2466
6 C -3.2565 1.3793 1.2227
7 O -4.5192 1.8821 1.2102
8 C -2.8586 0.5823 2.3054
9 C -1.5752 0.0317 2.2869
10 H 1.8602 -2.0576 1.0609
11 H 0.3461 -1.9822 0.2199
12 H 0.4941 -2.1427 2.0450
13 H 1.1135 0.0305 2.3520
14 H 1.3728 0.3611 0.6164
15 H -0.4467 1.3009 -0.6827
16 H -2.5980 2.3768 -0.6000
17 H -4.7563 1.9675 0.2768
18 H -3.5971 0.3650 3.0753
19 H -1.2529 -0.5840 3.1329
20 C 3.0958 -0.2087 -2.2362
21 C 2.4721 -1.0383 -3.4251
22 H 4.1650 -0.4231 -2.2372
23 H 2.9584 0.8092 -2.4636
24 H 2.5580 -0.3212 -1.2975
25 H 3.2015 -1.3080 -4.2009
26 H 2.1896 -2.0079 -3.0403
27 H 1.6267 -0.4768 -3.8578